{"formula": "CClF3OS", "method": "wB97M-V/def2-TZVPD", "symbols": ["C", "O", "F", "F", "F", "S", "Cl"], "xyz": [[1.0501, -0.3035, -0.1487], [-1.8817, 0.0868, 0.9082], [1.3388, -0.7810, -1.4077], [1.2664, -1.2111, 0.7730], [-1.3070, 1.7935, -0.7187], [-1.5476, 0.2424, -0.4716], [1.6952, 1.2626, 0.2741]], "atomic_forces_ev_per_a": [[-1.26, 0.42, -1.60], [-0.65, -0.15, 0.99], [0.22, 0.68, 1.85], [0.02, -0.02, -0.35], [0.13, 0.34, -0.18], [1.50, -0.54, -0.31], [0.05, -0.72, -0.41]], "lowdin_charge": [-0.848, -0.480, -0.007, 0.062, -0.370, 0.941, 0.702], "lumo_ev": [-0.9, -1.1], "homo_energy_ev": [-9.256, -9.403], "homo_lumo_gap_ev": [8.3, 8.3], "de_lowest_kcal_mol": 33.0, "multiplicity": 1, "energy_ev": -34591.9166}

{"formula": "C6H16CaO7P2", "method": "wB97M-V/def2-TZVPD", "symbols": ["C", "C", "O", "P", "O", "C", "C", "O", "P", "O", "O", "O", "O", "C", "C", "H", "H", "H", "H", "H", "H", "H", "H", "H", "H", "H", "H", "H", "H", "H", "H", "Ca"], "xyz": [[0.3415, -3.1577, 1.5616], [-0.5164, -2.0222, 0.9933], [-0.7562, -1.0506, 2.0498], [-1.2119, 0.4091, 1.7060], [-1.6808, 1.1237, 2.8852], [0.1824, 1.3830, 1.0007], [1.5914, 0.7715, 0.9555], [2.2545, 1.2343, -0.2494], [2.3872, 0.2754, -1.5116], [3.4059, 0.7554, -2.4318], [0.9352, 0.2571, -2.2396], [2.5656, -1.1902, -0.9633], [-2.3851, 0.4170, 0.5806], [-2.0580, 0.2614, -0.7853], [-1.9592, 1.6439, -1.4193], [-0.1592, -4.1112, 1.4894], [1.2994, -3.1897, 1.0528], [0.5752, -2.9186, 2.5928], [0.0400, -1.5491, 0.1850], [-1.4587, -2.4225, 0.6377], [-0.0358, 1.7342, -0.0174], [0.2194, 2.2576, 1.6438], [2.1668, 1.1721, 1.7797], [1.6119, -0.3057, 1.0584], [1.0600, 0.8377, -2.9984], [1.8775, -1.7769, -1.3029], [-1.1272, -0.2570, -0.9959], [-2.8440, -0.3040, -1.2728], [-0.8863, 1.8684, -1.5661], [-2.4764, 2.4233, -0.8292], [-2.4080, 1.6612, -2.4121], [-0.5504, 3.7690, -1.1775]], "atomic_forces_ev_per_a": [[0.11, 0.73, -0.07], [0.56, -0.90, 0.46], [0.08, 0.18, -1.17], [-1.22, 0.73, 1.83], [0.10, 0.13, -0.22], [0.43, -0.17, -0.26], [0.09, 0.69, 0.10], [-0.54, -0.57, 0.43], [1.94, 0.03, -1.03], [-0.42, 0.29, 0.19], [-0.50, 0.36, 0.73], [-0.84, 0.33, 0.23], [1.07, -0.57, -0.11], [-0.40, 0.18, 0.00], [-0.23, 0.42, -1.06], [-0.01, -0.21, 0.07], [0.10, -0.25, -0.16], [-0.14, -0.19, 0.27], [-0.18, 0.22, -0.20], [-0.28, 0.29, -0.09], [0.05, -0.39, -0.01], [-0.20, 0.14, 0.31], [0.18, 0.00, 0.11], [-0.05, -0.17, -0.27], [0.07, -0.34, -0.63], [0.24, -0.42, -0.05], [0.12, -0.13, 0.20], [-0.24, 0.00, 0.05], [-0.17, -1.02, -0.36], [-0.14, -0.27, 0.29], [-0.04, 0.00, -0.17], [0.45, 0.88, 0.59]], "lowdin_charge": [-0.023, -0.232, -0.151, 0.494, -0.206, -0.164, -0.175, -0.178, 0.326, -0.186, -0.121, -0.044, -0.158, -0.237, -0.145, 0.089, 0.074, 0.095, 0.071, 0.131, -0.014, 0.102, 0.144, 0.106, 0.086, 0.104, 0.095, 0.152, -0.056, 0.095, 0.121, 1.806], "lumo_ev": -10.3, "charge": 2, "homo_energy_ev": -16.738, "homo_lumo_gap_ev": 6.4, "multiplicity": 1, "energy_ev": -57816.5134}

{"formula": "C6H18N3", "method": "wB97M-V/def2-TZVPD", "symbols": ["C", "C", "C", "C", "H", "H", "H", "H", "H", "H", "H", "H", "H", "H", "C", "C", "N", "N", "N", "H", "H", "H", "H", "H", "H", "H", "H"], "xyz": [[1.5467, -0.9076, -0.6248], [2.3021, -0.7545, 0.7159], [2.4882, -0.4191, -1.7999], [1.0608, -2.2876, -0.9316], [0.7719, -0.1480, -0.5296], [2.7246, 0.2457, 0.7537], [3.2282, -1.3521, 0.6490], [3.4213, -0.9328, -1.8283], [1.8684, -0.5446, -2.6836], [2.5835, 0.6512, -1.6254], [0.6473, -2.5017, -1.9215], [1.7269, -3.1479, -0.8548], [0.3161, -2.5462, -0.1415], [1.7440, -1.1104, 1.5743], [-1.5353, 2.2962, -0.7654], [-1.6169, 0.6010, 0.9066], [-2.1962, 1.1315, -0.1647], [-0.6713, 1.1616, 1.6750], [-1.8374, -0.7093, 1.1617], [-3.1733, 0.9806, -0.3444], [-0.2460, 2.0154, 1.3270], [0.0650, 0.5087, 1.9217], [-2.2365, -1.2105, 0.3927], [-1.6444, -1.1449, 2.0504], [-2.2555, 2.7502, -1.4682], [-0.6686, 2.0049, -1.3681], [-1.5352, 3.2534, -0.2127]], "atomic_forces_ev_per_a": [[2.39, 0.66, -0.54], [1.09, -0.99, -1.47], [-2.53, 0.66, 1.41], [-1.58, -1.52, 1.19], [-0.75, -0.26, -0.54], [-0.50, 0.39, 0.58], [-0.41, -0.18, 0.25], [0.61, -0.35, -0.14], [0.51, -0.08, -0.46], [0.64, 0.11, -0.32], [-0.38, 0.81, 0.07], [0.96, 0.57, 0.34], [-0.04, -0.04, -0.69], [-0.11, 0.28, 0.36], [-1.95, 1.36, -1.55], [0.61, -2.55, 0.49], [1.16, 1.61, 0.70], [0.61, 0.63, -0.95], [-0.60, 1.17, -0.35], [-0.07, -0.34, -0.07], [-0.44, 0.18, 0.28], [-0.14, 0.01, 0.33], [-0.27, -0.59, 0.18], [-0.03, 0.03, -0.14], [0.12, -0.94, -0.47], [0.05, 0.29, 0.63], [1.06, -0.91, 0.91]], "lowdin_charge": [-0.490, -0.091, -0.057, -0.102, 0.083, 0.075, 0.092, 0.075, 0.073, 0.071, 0.081, 0.087, 0.070, 0.063, -0.054, -0.440, 0.060, 0.220, 0.212, 0.164, 0.123, 0.110, 0.125, 0.137, 0.103, 0.102, 0.108], "lumo_ev": -3.1, "charge": 1, "homo_energy_ev": -13.953, "homo_lumo_gap_ev": 10.8, "de_lowest_kcal_mol": 32.0, "multiplicity": 1, "energy_ev": -10977.8774}

{"formula": "C8H18N6S", "method": "wB97M-V/def2-TZVPD", "symbols": ["C", "C", "C", "C", "C", "C", "C", "C", "N", "N", "N", "N", "N", "N", "S", "H", "H", "H", "H", "H", "H", "H", "H", "H", "H", "H", "H", "H", "H", "H", "H", "H", "H"], "xyz": [[0.5581, -0.2845, 1.9955], [1.7985, -0.8179, -2.6051], [-1.7153, 0.4593, 1.4476], [-0.7231, 1.0294, 3.6680], [-2.0132, 1.8956, 1.2080], [-1.0389, 2.4445, 3.5368], [1.6468, -2.2676, -0.7912], [2.5075, -2.7409, -1.7452], [0.3298, -0.3127, -0.7372], [2.6973, -1.9194, -2.7840], [-0.5379, 0.3272, 2.3414], [0.4823, -1.7164, -5.3581], [-2.1983, 2.6228, 2.4719], [1.1511, -1.0984, -1.2041], [1.9676, -0.8495, 2.0977], [1.1683, -0.8894, -3.5449], [2.2320, 0.1205, -2.6824], [-2.6290, -0.1059, 1.8290], [-1.5229, 0.0823, 0.4445], [0.1852, 0.8428, 4.1662], [-1.4667, 0.4559, 4.0907], [-1.1165, 2.3962, 0.8152], [-2.9028, 2.2625, 0.7318], [-1.3629, 2.8183, 4.5827], [-0.2871, 3.2060, 3.0723], [1.3375, -2.8105, 0.1992], [2.8410, -3.7881, -1.7669], [1.1467, -1.3872, -6.0229], [0.2431, -2.6199, -5.6104], [-2.1517, 3.6794, 2.3460], [-3.0854, 2.4653, 2.9463], [2.9655, -2.0514, -3.7143], [-0.5063, -1.4481, -5.4242]], "atomic_forces_ev_per_a": [[-3.18, 0.66, -0.80], [-1.25, -1.11, -1.27], [-1.08, -1.32, -0.06], [1.63, -1.24, -2.74], [0.83, 1.96, 0.74], [-0.52, 3.18, -0.25], [-0.07, -2.68, 2.73], [0.38, -1.67, -1.33], [0.32, -0.12, -0.30], [-0.94, 0.71, 3.18], [-0.24, 0.82, -0.10], [-1.05, 0.58, 1.77], [0.98, 2.65, 3.44], [-0.26, 1.75, -2.39], [2.56, -0.62, 0.79], [-0.79, -0.10, 1.37], [1.03, 1.88, 0.79], [1.19, 0.63, -0.12], [0.27, -0.43, 0.38], [1.04, 0.10, 1.01], [-1.92, -0.80, 1.60], [-0.30, -0.32, -0.52], [-0.32, -0.95, -1.38], [0.21, -0.17, -1.93], [-0.61, -1.92, 1.24], [0.61, 1.46, -2.31], [0.32, 0.73, 0.13], [-0.35, 0.76, -0.96], [0.69, -2.98, -0.49], [-0.48, -1.62, -0.30], [-0.27, -0.39, -0.20], [0.78, -1.15, -1.30], [0.80, 1.72, -0.38]], "lowdin_spin": [0.437, 0.062, 0.022, 0.038, 0.002, 0.006, -0.006, -0.037, 0.943, -0.044, 0.067, -0.002, 0.001, 0.099, 0.412, -0.007, -0.003, 0.000, 0.002, 0.001, 0.001, 0.000, 0.001, 0.003, 0.000, 0.001, 0.000, 0.000, 0.000, 0.000, 0.000, 0.000, 0.000], "lumo_ev": [-7.1, -7.8], "charge": 2, "homo_energy_ev": [-12.275, -15.245], "homo_lumo_gap_ev": [5.2, 7.4], "de_lowest_kcal_mol": 3.9, "multiplicity": 3, "energy_ev": -28341.4607}

{"formula": "C26H19AuClIN11O3", "method": "wB97M-V/def2-TZVPD", "symbols": ["Au", "Cl", "C", "C", "C", "I", "C", "O", "C", "N", "C", "C", "C", "C", "H", "H", "H", "H", "N", "C", "N", "N", "N", "N", "C", "N", "N", "N", "N", "H", "C", "C", "C", "C", "C", "C", "N", "C", "C", "C", "C", "C", "C", "C", "O", "O", "C", "C", "H", "H", "H", "H", "H", "H", "H", "H", "H", "H", "H", "H", "H", "H"], "xyz": [[0.0567, 0.2315, -1.9611], [3.1568, -6.0073, -1.4342], [2.8053, -4.3110, -1.3945], [3.6992, -3.4605, -0.7898], [3.4445, -2.1008, -0.7493], [4.7841, -0.7826, 0.1850], [2.3047, -1.5149, -1.3038], [2.0879, -0.2625, -1.2444], [1.3887, -2.4260, -1.9326], [0.2968, -1.8785, -2.4823], [-0.6355, -2.6282, -3.0102], [-0.5212, -4.0237, -3.0519], [0.6037, -4.6205, -2.5451], [1.6108, -3.8255, -1.9653], [4.5933, -3.8556, -0.3347], [-1.4879, -2.0910, -3.4079], [-1.3268, -4.6055, -3.4734], [0.7237, -5.6949, -2.5567], [-2.1222, 2.9221, -2.3715], [-0.8510, 3.2219, -1.9768], [-0.4024, 4.4601, -1.8195], [0.8534, 4.3121, -1.4242], [1.1710, 3.0833, -1.3300], [0.1170, 2.3361, -1.6710], [-2.4652, 1.7567, -2.9909], [-3.5560, 1.6018, -3.7305], [-3.5008, 0.3449, -4.1487], [-2.4586, -0.2446, -3.7101], [-1.7601, 0.6122, -2.9643], [-2.7171, 3.7116, -2.5757], [2.3584, 3.4094, 1.7245], [0.8774, 3.2333, 1.6297], [0.0537, 4.3360, 1.4641], [-1.3062, 4.1874, 1.2356], [-1.8575, 2.9258, 1.2210], [-1.0547, 1.8083, 1.4572], [-1.6753, 0.5569, 1.4270], [-1.4183, -0.4434, 2.3197], [-1.3550, -0.1613, 3.6933], [-1.2074, -1.1812, 4.6076], [-1.0997, -2.5005, 4.1844], [-1.1515, -2.7935, 2.8317], [-1.2887, -1.7813, 1.8958], [-1.1393, -2.1027, 0.3978], [-0.8152, -3.2442, 0.1059], [-1.3616, -1.1317, -0.3850], [0.3320, 1.9464, 1.6224], [1.2582, 0.7748, 1.6335], [2.6209, 4.4632, 1.7547], [2.8084, 2.9736, 0.8338], [2.7635, 2.9058, 2.6027], [0.4983, 5.3192, 1.4478], [-1.9208, 5.0545, 1.0447], [-2.9076, 2.7721, 1.0239], [-1.8241, 0.1574, 0.4817], [-1.4719, 0.8664, 4.0085], [-1.1727, -0.9600, 5.6663], [-0.9437, -3.2905, 4.9054], [-1.0343, -3.8058, 2.4715], [0.7396, -0.1787, 1.5948], [1.9060, 0.7837, 2.5109], [1.8985, 0.8415, 0.7518]], "atomic_forces_ev_per_a": [[1.17, -0.30, -0.87], [-0.01, -0.22, 0.00], [0.28, 0.24, 0.24], [-0.33, -0.71, -0.30], [-0.17, 1.31, 0.09], [-0.07, -0.25, -0.07], [0.44, -2.82, 0.03], [-2.53, 2.82, -0.73], [1.38, -0.14, 0.69], [-0.99, 1.56, 0.13], [-0.45, 0.14, -0.20], [0.40, -0.07, 0.06], [-0.26, 0.15, -0.08], [-0.06, 0.40, -0.07], [0.08, -0.04, 0.01], [-0.11, -0.17, 0.02], [-0.01, 0.03, -0.03], [-0.03, 0.00, -0.01], [-0.37, 0.11, 0.02], [0.50, 0.33, 0.16], [-1.17, -0.60, -0.55], [0.75, 0.05, 0.21], [1.54, -0.66, 0.12], [-1.26, -0.96, -0.51], [-0.09, -0.17, -0.19], [0.49, 0.86, 0.65], [-0.17, -0.66, -0.29], [0.39, -1.27, -0.26], [0.84, 0.98, 0.95], [0.09, -0.06, 0.04], [-0.05, 0.00, -0.04], [-0.26, 0.10, 0.26], [-0.12, 0.01, 0.13], [0.20, 0.12, 0.01], [0.16, -0.16, 0.18], [0.19, 0.54, 0.18], [-0.58, -0.05, -0.84], [-0.16, -0.55, 0.80], [-0.11, 0.01, -0.15], [0.15, -0.03, 0.03], [-0.01, -0.24, 0.02], [0.16, 0.16, 0.19], [0.07, 0.28, -0.74], [-0.42, 0.12, 1.84], [0.36, -0.76, -0.72], [-0.12, 0.04, -1.26], [-0.44, 0.22, -0.02], [0.09, -0.07, -0.07], [0.05, 0.09, 0.05], [0.22, -0.05, -0.04], [0.11, 0.01, 0.01], [0.04, 0.15, -0.02], [-0.06, 0.10, -0.02], [-0.15, -0.04, 0.08], [0.18, 0.18, 0.56], [0.04, 0.07, 0.08], [0.01, 0.08, 0.06], [-0.08, -0.07, 0.07], [0.01, -0.03, -0.05], [0.09, 0.02, 0.02], [0.03, -0.08, 0.06], [0.11, -0.03, 0.10]], "lowdin_charge": [1.365, 0.682, -0.609, -0.173, -0.616, 0.913, -0.453, -0.196, -0.153, 0.017, -0.092, -0.015, -0.003, -0.167, 0.093, 0.078, 0.112, 0.096, 0.154, -0.453, 0.055, -0.056, -0.035, -0.060, -0.437, 0.042, -0.070, -0.075, -0.068, 0.150, -0.055, -0.266, -0.085, -0.108, -0.045, -0.231, 0.075, -0.242, -0.024, -0.106, -0.113, -0.039, -0.074, -0.609, 0.028, -0.140, -0.174, -0.030, 0.074, 0.070, 0.077, 0.101, 0.096, 0.106, 0.091, 0.112, 0.092, 0.085, 0.108, 0.073, 0.088, 0.039], "lumo_ev": -0.5, "charge": -1, "homo_energy_ev": -4.751, "homo_lumo_gap_ev": 4.3, "multiplicity": 1, "energy_ev": -74119.7249}

{"formula": "C8H16N2O3", "method": "wB97M-V/def2-TZVPD", "symbols": ["C", "C", "C", "C", "C", "N", "C", "O", "C", "N", "C", "O", "O", "H", "H", "H", "H", "H", "H", "H", "H", "H", "H", "H", "H", "H", "H", "H", "H"], "xyz": [[0.8801, 2.1822, -0.6625], [-0.5794, 2.1900, -0.5342], [-0.7269, 2.4135, 0.9636], [-1.3336, 0.9009, -1.0514], [-0.8729, -0.3002, -0.2484], [0.2242, -1.2023, -0.8080], [1.5186, -1.1125, -0.3172], [2.5579, -1.1493, -1.1135], [1.8864, -0.8526, 1.0818], [3.0468, 0.0642, 1.0943], [-2.0984, -1.0052, 0.2525], [-2.9582, -0.3403, 0.8156], [-2.1802, -2.3598, 0.1674], [1.2494, 1.4287, -0.1075], [1.3152, 2.0356, -1.5683], [1.3679, 3.0814, -0.1572], [-1.0750, 3.0928, -1.1153], [-1.7214, 2.3433, 1.3767], [-0.3235, 1.7017, 1.6082], [-0.2498, 3.2955, 1.3580], [-2.4604, 1.0422, -0.9356], [-1.2921, 0.7336, -2.1457], [-0.3856, 0.1877, 0.6576], [0.2335, -1.3613, -1.7984], [1.1155, -0.3089, 1.5158], [2.1134, -1.8095, 1.5643], [3.6199, -0.1194, 0.2420], [3.6728, -0.3456, 1.8413], [-1.4767, -2.7320, -0.2015]], "atomic_forces_ev_per_a": [[0.54, 3.22, 0.73], [-2.44, 1.62, -1.05], [-2.07, 0.71, 0.35], [-0.77, 1.24, -0.58], [1.72, -0.34, 0.78], [-0.29, 0.82, 1.26], [4.15, 0.25, -4.66], [-4.74, -0.65, 2.05], [1.27, 0.19, -0.38], [1.98, -1.44, 0.98], [-1.21, 0.01, 1.74], [1.13, -1.68, -1.04], [-5.18, 3.38, 2.65], [1.34, -2.77, 2.14], [0.94, -0.07, -3.12], [-0.77, -0.86, -0.91], [1.01, -1.62, 1.18], [-0.92, 0.61, -0.42], [1.54, -1.85, 0.57], [-0.03, 0.73, -0.44], [1.61, -0.10, 0.38], [0.74, 0.19, 0.40], [-0.96, -1.16, -0.98], [-0.03, 0.15, -0.45], [-1.53, 0.36, 1.55], [-0.43, 0.10, 0.10], [-0.89, 0.12, 0.65], [-0.80, 1.08, -0.85], [5.10, -2.25, -2.63]], "lowdin_charge": [-0.089, -0.375, -0.091, -0.096, -0.208, 0.134, -0.395, -0.028, -0.204, 0.000, -0.431, 0.099, 0.175, 0.006, 0.061, 0.130, 0.172, 0.087, 0.049, 0.087, 0.139, 0.126, 0.123, 0.138, 0.069, 0.139, 0.075, 0.091, 0.020], "lumo_ev": 0.5, "homo_energy_ev": -9.844, "homo_lumo_gap_ev": 10.3, "de_lowest_kcal_mol": 72.4, "multiplicity": 1, "energy_ev": -17676.6114}